Entry 1:
Entry from the OMol25 dataset: a 2-piece molecular cluster, C5H12O3Si overall in a non-equilibrium geometry (ωB97M-V/def2-TZVPD).

Geometry as XYZ:
```
21
Properties=species:S:1:pos:R:3:forces:R:3:lowdin_charge:R:1
C 2.51565 -1.45433 -0.34801 1.535 -0.042 0.460 -0.069
C 1.51874 -0.76861 0.58929 -0.366 -0.817 3.806 -0.345
O 1.14128 0.41130 0.02851 -0.619 2.812 -0.807 -0.224
Si -0.10625 1.45170 0.30130 1.370 -0.632 -2.854 0.386
C 0.11541 2.72523 -1.02952 2.054 -2.469 -3.416 -0.144
O -1.03712 1.45477 1.46775 -0.770 0.208 1.697 -0.278
H 2.09656 -2.35662 -0.82150 0.283 0.548 -0.093 0.071
H 2.84453 -0.66212 -1.06163 -0.669 -0.823 0.076 0.085
H 3.52709 -1.72151 0.12337 -1.694 0.064 -0.172 0.091
H 1.93656 -0.55547 1.68770 -0.331 -0.505 -2.251 0.152
H 0.52456 -1.24997 0.86886 1.399 -0.710 -0.619 0.110
H -0.30141 3.60752 -0.73132 -0.869 2.595 0.792 -0.030
H 1.25770 2.82813 -1.26543 -2.074 0.017 0.640 0.072
H -0.35404 2.49691 -2.11012 0.856 0.036 2.652 0.097
C -2.61649 -0.86793 0.80831 -0.758 -1.477 1.396 -0.053
C -1.76843 -0.94281 -0.37044 -0.493 -0.803 0.055 -0.314
O -1.43072 -0.00870 -1.06447 0.478 0.243 -0.054 0.008
H -3.46609 -0.22742 0.68335 -0.686 0.181 -0.332 0.093
H -2.06616 -0.30455 1.53964 0.595 0.339 0.641 0.053
H -2.88214 -1.88313 1.26462 0.269 1.401 -0.931 0.115
H -1.44923 -1.97240 -0.56026 0.490 -0.164 -0.685 0.124
```
Positions in Å, forces in eV/Å.

Computed properties:
ΔE to the lowest compared entry with this formula, charge and spin	2.1707	eV
largest force on an atom	0.09118	Eh/bohr
E	-19399.9414	eV
M	148.23	g mol⁻¹
SMILES	CCO[Si](C)=O.CC=O
net charge	0
LUMO	0.59	eV


Entry 2:
Entry from the OMol25 dataset: C44H26N13S2Ti as an isolated structure (ωB97M-V/def2-TZVPD).

Geometry as XYZ:
```
86
Properties=species:S:1:pos:R:3:forces:R:3:lowdin_charge:R:1
Ti 0.06800 0.38534 0.73724 0.087 0.006 -0.004 0.799
C -4.15636 -3.80322 3.80902 -0.010 0.012 0.000 -0.079
C -3.12227 -4.73447 3.66978 0.017 -0.003 -0.010 -0.075
C -1.99334 -4.45549 2.91352 -0.017 -0.009 0.008 -0.002
C -1.93195 -3.21462 2.30307 -0.013 -0.002 0.012 -0.102
C -0.89266 -2.56364 1.50075 -0.011 0.022 -0.029 -0.340
N 0.20958 -3.13336 1.24360 0.036 -0.006 0.004 0.190
C 1.30677 -2.62044 0.62769 -0.019 0.010 0.018 -0.316
C 2.45273 -3.43081 0.48590 0.002 0.013 -0.027 -0.126
C 2.73771 -4.76126 0.85546 -0.007 -0.010 0.005 -0.028
C 3.97298 -5.26101 0.55063 0.001 0.001 0.001 -0.104
C 4.94394 -4.46764 -0.12512 -0.001 -0.004 0.001 -0.106
C 4.68205 -3.17720 -0.49018 0.010 0.015 0.005 -0.035
C 3.41346 -2.64375 -0.16863 0.005 -0.026 0.006 -0.135
C 2.81042 -1.39557 -0.40423 -0.003 0.015 0.009 -0.288
N 3.48700 -0.48432 -1.20118 0.007 -0.010 -0.005 0.203
C 2.95320 0.54701 -1.68145 -0.011 -0.008 0.001 -0.195
N 0.24876 0.55759 -1.50361 -0.057 0.009 0.024 0.046
C -0.43028 1.49466 -2.47932 -0.003 0.003 -0.014 -0.199
N -1.74102 1.83932 -2.38753 -0.012 0.002 0.018 0.200
C -2.42268 1.58563 -1.33056 0.049 -0.027 -0.016 -0.267
N -2.06244 0.86462 -0.19542 -0.051 0.006 -0.030 0.068
C -3.19185 0.72413 0.53319 -0.013 0.012 0.007 -0.313
N -3.43048 -0.11766 1.50267 0.004 -0.001 0.004 0.195
C -2.55760 -1.11972 1.66501 0.000 0.014 0.003 -0.289
N -1.33756 -1.26001 1.14789 0.003 -0.033 -0.004 0.029
C -2.95613 -2.29735 2.43964 0.021 0.000 -0.005 -0.103
C -4.08987 -2.56514 3.18833 -0.007 -0.008 0.003 -0.004
C -4.28563 1.55869 -0.00693 0.001 0.013 -0.022 -0.093
C -5.56668 1.81213 0.43989 0.007 -0.002 0.004 0.001
C -6.36514 2.61987 -0.36277 -0.004 0.004 -0.005 -0.076
C -5.89423 3.12541 -1.57471 -0.010 0.001 0.002 -0.080
C -4.60655 2.84637 -2.02039 0.008 -0.003 0.007 -0.009
C -3.81664 2.06267 -1.20294 -0.022 -0.005 0.021 -0.099
C 0.41196 1.96052 -3.44236 0.021 0.005 0.013 -0.073
C 0.00984 2.33836 -4.78953 -0.006 0.001 -0.015 -0.017
C 0.38246 1.45269 -5.72709 0.000 0.003 -0.001 -0.081
C 1.08585 0.23168 -5.33222 0.003 0.002 0.006 -0.064
C 1.66741 0.08246 -4.13069 0.002 -0.017 -0.006 -0.013
C 1.74178 1.27489 -3.21239 -0.012 0.014 -0.008 -0.198
N 1.51655 -1.36584 0.10158 -0.011 -0.007 -0.010 0.075
H -5.01419 -4.05362 4.41988 -0.001 0.002 -0.001 0.097
H -3.20239 -5.68798 4.17670 0.000 0.000 0.000 0.099
H -1.18113 -5.16277 2.81414 0.002 0.001 -0.002 0.112
H 1.99125 -5.35441 1.36746 0.001 -0.001 -0.001 0.104
H 4.22761 -6.27767 0.82403 -0.003 -0.001 0.003 0.090
H 5.90937 -4.90493 -0.34989 0.002 0.003 -0.003 0.090
H 5.41579 -2.57034 -1.00482 0.002 -0.003 -0.001 0.101
H -4.87369 -1.82664 3.28907 -0.003 -0.001 0.003 0.113
H -5.91961 1.40225 1.37647 0.001 0.000 0.000 0.117
H -7.37199 2.86078 -0.04616 0.000 -0.001 0.001 0.099
H -6.54601 3.74686 -2.17576 0.001 0.000 -0.002 0.098
H -4.22986 3.22607 -2.96074 -0.001 0.001 -0.001 0.112
H -0.59265 3.21079 -5.00218 -0.002 0.000 0.003 0.109
H 0.11785 1.59219 -6.76732 0.001 0.001 0.000 0.097
H 1.14972 -0.57485 -6.05257 0.002 -0.001 0.000 0.101
H 2.22493 -0.81928 -3.89050 -0.001 -0.002 0.000 0.129
S 0.64504 -0.64089 3.17336 0.003 -0.013 0.058 0.738
C -0.52245 0.47314 3.73713 0.009 0.009 -0.032 -1.041
S -0.88376 1.69004 2.55069 -0.008 0.008 -0.004 0.725
C -1.14571 0.42311 4.96221 -0.007 0.001 -0.001 -0.372
C -0.83072 -0.59728 5.90747 0.016 0.007 0.002 -0.255
N -0.57951 -1.41270 6.68163 -0.012 -0.005 -0.001 0.141
C -2.13246 1.38463 5.33047 -0.010 -0.011 -0.006 -0.260
N -2.93206 2.15679 5.63456 0.005 0.004 0.008 0.137
C 0.39110 2.46561 0.06735 -0.030 0.003 0.021 -0.212
C 1.51793 2.43678 -0.90600 0.042 -0.023 -0.035 -0.191
C 2.41606 3.43987 -0.92405 -0.015 -0.008 0.010 -0.027
C 3.55417 3.62102 -1.79094 0.012 0.021 0.001 -0.008
C 3.96989 2.74054 -2.71020 -0.017 -0.028 -0.033 -0.188
C 3.32453 1.40831 -2.91904 -0.013 0.017 -0.003 -0.039
C 1.57346 1.10590 -1.70046 0.014 0.013 0.027 -0.336
C 5.08221 3.06872 -3.55059 0.036 0.037 0.055 -0.198
N 5.97954 3.32747 -4.22434 -0.017 -0.022 -0.032 0.139
H -0.53443 2.78075 -0.41016 0.002 0.009 -0.002 0.069
H 0.61853 3.17470 0.85836 -0.006 -0.004 0.006 0.038
H 2.23354 4.24378 -0.22175 -0.003 0.000 0.000 0.114
H 4.09315 4.55637 -1.69888 -0.001 0.000 0.000 0.120
H 3.89364 0.83837 -3.65011 0.003 0.000 0.000 0.145
H 0.18488 -0.38448 -1.89082 0.012 -0.002 0.001 0.152
N 2.40341 2.09522 2.26593 -0.012 -0.013 -0.005 -0.002
N 2.24675 0.98688 1.36360 -0.002 0.003 0.001 -0.143
H 3.13403 1.86665 2.93083 0.001 0.005 -0.001 0.082
H 1.53217 2.16373 2.78660 0.005 0.000 0.000 0.001
H 2.54137 0.11924 1.80116 0.002 0.002 -0.003 0.034
H 2.86960 1.16974 0.58257 0.002 -0.011 -0.003 0.074
```
Positions in Å, forces in eV/Å.

Computed properties:
ΔE to the lowest compared entry with this formula, charge and spin	5.6546	eV
largest force on an atom	0.00170	Eh/bohr
E	-110207.3863	eV
M	848.78	g mol⁻¹
net charge	-1
LUMO	0.67	eV


Entry 3:
Entry from the OMol25 dataset: C16H23BN6Ru as an isolated structure in a non-equilibrium geometry (ωB97M-V/def2-TZVPD).

Geometry as XYZ:
```
47
Properties=species:S:1:pos:R:3:forces:R:3:lowdin_spin:R:1
H 0.71574 -1.29191 -2.63556 0.233 -0.369 0.003 -0.003
N -0.14895 0.45799 -1.92406 1.200 -2.114 -1.160 0.221
B -1.38486 2.61121 -1.62913 0.365 0.450 1.001 0.004
N -0.91373 1.42875 -2.51225 -0.856 -0.164 -2.976 0.118
C -1.11073 1.13855 -3.81150 -0.757 2.323 2.743 0.165
Ru 0.46517 0.83477 0.67706 -1.435 -1.349 -1.647 2.110
H -1.72842 1.77986 -4.39821 -0.180 0.249 -0.463 0.003
C -0.45126 -0.05867 -4.10957 0.552 -0.798 0.558 0.421
H -0.39491 -0.57790 -5.03203 -0.007 -0.270 -0.680 0.017
C 0.12381 -0.43664 -2.87438 0.159 0.712 1.971 0.037
H -1.97788 3.40227 -2.28746 -0.170 -0.074 0.032 0.000
C 1.25380 0.66181 2.47081 1.304 0.889 2.855 0.076
H 1.63636 -0.34676 2.78442 -0.404 1.293 -0.390 0.014
H 0.28215 0.92305 2.96536 0.024 -0.513 -0.234 0.036
H 1.90466 1.49979 2.86605 -0.337 -1.135 -0.506 0.010
N -0.11366 3.28432 -1.04147 0.516 0.303 0.536 0.011
N -2.17057 2.06634 -0.42990 0.075 -0.340 0.314 0.009
N 0.77334 2.67917 -0.15902 0.570 1.516 -0.729 0.062
N -1.62106 1.22993 0.50746 -0.527 -0.049 -0.437 0.074
C 0.26978 4.55422 -1.26864 1.119 -1.202 1.041 0.023
C -3.44468 2.30758 -0.10161 -0.036 0.151 -0.559 0.018
H -0.30912 5.20615 -1.88055 -0.216 0.255 -0.321 0.001
H -4.01575 2.95080 -0.76003 -0.133 -0.104 0.309 0.001
C 1.46250 4.77458 -0.57837 0.295 -1.093 0.533 0.014
C -3.76255 1.61419 1.04374 -0.137 -0.309 0.447 0.013
C 1.80159 3.57251 0.08575 -3.121 0.835 -1.979 0.018
C -2.59510 0.92590 1.38595 -0.093 0.857 -0.771 0.021
H 2.01863 5.67649 -0.53400 0.314 0.541 -0.084 0.001
H -4.71038 1.61364 1.56634 0.213 -0.062 -0.122 0.001
H 2.64211 3.30733 0.67510 0.450 -0.093 0.442 0.000
H -2.40118 0.25714 2.19474 0.046 -0.230 0.352 0.001
H 1.90587 1.28455 0.92416 1.108 -0.493 -0.024 0.003
C 2.41870 -4.21096 0.63053 0.481 0.290 -0.322 0.018
C 1.04777 -3.73056 1.11437 0.034 -0.407 -0.102 0.039
C -0.02779 -4.61874 0.48892 -0.578 -0.058 -0.390 0.016
C 0.94693 -3.91991 2.63491 -0.153 0.549 0.458 0.011
C 0.85083 -2.29846 0.73453 -0.282 0.169 0.638 0.339
C 0.63542 -1.07495 0.63180 0.165 -0.766 -0.018 0.066
H 2.63115 -5.24142 0.94654 -0.299 0.307 0.000 0.003
H 3.20952 -3.56795 1.02420 0.028 -0.101 -0.051 0.000
H 2.45325 -4.17629 -0.46131 0.136 -0.044 0.067 0.000
H 0.13938 -5.66675 0.77180 0.086 0.328 -0.032 0.002
H -1.02445 -4.33930 0.84294 0.090 -0.024 -0.055 0.000
H -0.02303 -4.55916 -0.60201 0.024 -0.027 0.054 0.000
H 1.65147 -3.27889 3.17262 -0.030 -0.091 -0.029 0.000
H -0.06704 -3.68646 2.97761 0.170 -0.004 0.019 0.000
H 1.15716 -4.96123 2.91331 -0.004 0.266 -0.291 0.001
```
Positions in Å, forces in eV/Å.

Computed properties:
2S+1	5
largest force on an atom	0.07368	Eh/bohr
E	-29143.0152	eV
M	411.28	g mol⁻¹
net charge	+2
⟨S²⟩	6.05
LUMO (spin up / spin down)	-6.46 / -10.84	eV